{
  "formula": "C2H11NO3",
  "method": "the ωB97M-V functional and the def2-TZVPD basis",
  "charge": -1,
  "lumo_ev": [3.3, 0.9],
  "spin_multiplicity": 2,
  "symbols": ["C", "N", "C", "O", "H", "H", "H", "H", "H", "H", "H", "H", "H", "O", "H", "H", "O"],
  "positions_angstrom": [[-0.62, -0.72, 1.33], [-1.45, 0.09, 0.41], [-0.87, 1.46, 0.36], [-0.61, -0.99, -2.00], [-1.08, -1.71, 1.34], [-0.63, -0.39, 2.38], [0.40, -0.80, 0.97], [-1.12, -0.32, -0.50], [-0.84, 1.79, -0.68], [0.12, 1.52, 0.81], [-1.55, 2.12, 0.90], [0.68, -1.58, -1.48], [2.07, -0.90, -1.61], [1.66, -1.63, -1.13], [-1.36, -1.46, -2.38], [3.04, 1.93, 0.58], [2.14, 1.58, 0.71]]
}

{
  "formula": "C2H11NO3",
  "method": "the ωB97M-V functional and the def2-TZVPD basis",
  "charge": 0,
  "lumo_ev": -5.2,
  "spin_multiplicity": 1,
  "symbols": ["C", "C", "N", "H", "H", "H", "H", "H", "H", "H", "O", "H", "H", "O", "H", "H", "O"],
  "positions_angstrom": [[-1.49, -0.02, -0.08], [-0.72, 0.14, 1.04], [-0.34, 2.19, -1.92], [-2.57, 0.03, -0.01], [-0.98, -0.01, -1.09], [0.27, 0.60, 0.85], [-0.82, 2.55, -2.73], [0.06, 2.95, -1.35], [0.21, 1.28, -1.92], [-0.82, -0.40, 2.01], [0.74, 0.04, -1.60], [0.42, -2.29, 0.26], [1.47, -0.51, -1.99], [0.44, -2.73, 1.11], [1.85, -1.00, 3.30], [0.86, -1.96, 1.66], [1.41, -0.85, 2.47]]
}

{
  "formula": "C2H11NO4",
  "method": "the ωB97M-V functional and the def2-TZVPD basis",
  "charge": 0,
  "lumo_ev": 0.4,
  "spin_multiplicity": 1,
  "smiles": "CNC=O.O.O.O",
  "symbols": ["C", "N", "C", "O", "H", "H", "H", "H", "H", "O", "H", "H", "O", "H", "H", "O", "H", "H"],
  "positions_angstrom": [[0.04, 1.10, 1.54], [0.93, -0.01, 1.24], [0.53, -1.28, 1.38], [1.14, -2.27, 1.00], [0.68, 1.88, 1.95], [-0.56, 1.52, 0.72], [-0.71, 0.76, 2.25], [1.83, 0.14, 0.81], [-0.23, -1.42, 2.16], [-0.68, 0.59, -2.59], [-1.65, 0.72, -2.56], [-0.47, 0.00, -1.85], [3.13, -0.90, -0.41], [4.07, -0.65, -0.34], [2.93, -1.75, -0.02], [-3.51, 0.88, -1.80], [-3.70, 0.25, -2.48], [-3.79, 0.43, -1.01]]
}

{
  "formula": "C2H11NO4",
  "method": "the ωB97M-V functional and the def2-TZVPD basis",
  "charge": 0,
  "lumo_ev": 0.2,
  "spin_multiplicity": 1,
  "smiles": "CC(N)=O.O.O.O",
  "symbols": ["C", "C", "N", "O", "H", "H", "H", "H", "H", "O", "H", "H", "O", "H", "H", "O", "H", "H"],
  "positions_angstrom": [[-1.04, -0.87, -1.46], [-1.49, -0.33, -0.01], [-0.51, 0.37, 0.65], [-2.70, -0.24, 0.29], [-0.05, -1.25, -1.74], [-1.14, 0.15, -1.89], [-1.89, -1.46, -1.71], [0.23, 0.84, 0.11], [-0.38, 0.26, 1.66], [1.95, 1.40, -1.22], [2.39, 2.17, -0.76], [1.93, 1.71, -2.18], [-3.13, -0.79, 3.19], [-3.05, -0.68, 2.18], [-4.15, -0.90, 3.29], [4.35, 0.24, -0.14], [4.95, -0.36, 0.39], [3.73, -0.28, -0.64]]
}

{
  "formula": "C2H11NO4",
  "method": "the ωB97M-V functional and the def2-TZVPD basis",
  "charge": 0,
  "lumo_ev": 0.7,
  "spin_multiplicity": 1,
  "smiles": "CC(N)=O.O.O.O",
  "symbols": ["C", "C", "N", "O", "H", "H", "H", "H", "H", "O", "H", "H", "O", "H", "H", "O", "H", "H"],
  "positions_angstrom": [[-2.35, 0.03, -1.07], [-0.90, 0.01, -0.66], [-0.68, 0.11, 0.66], [-0.02, -0.11, -1.49], [-3.03, -0.13, -0.24], [-2.57, -0.71, -1.83], [-2.60, 0.99, -1.54], [-1.37, 0.44, 1.31], [0.18, -0.22, 1.08], [2.40, 1.08, 2.21], [2.39, 2.00, 1.89], [3.31, 0.97, 2.50], [2.17, 1.75, -0.54], [1.62, 1.34, -1.23], [2.35, 1.04, 0.08], [-0.16, -2.70, -0.06], [-1.01, -3.15, -0.15], [0.27, -2.74, -0.92]]
}

{
  "formula": "C2H11NO5",
  "method": "the ωB97M-V functional and the def2-TZVPD basis",
  "charge": 0,
  "lumo_ev": 0.1,
  "spin_multiplicity": 1,
  "smiles": "CNC(=O)O.O.O.O",
  "symbols": ["C", "N", "C", "O", "O", "H", "H", "H", "H", "H", "O", "H", "H", "O", "H", "H", "O", "H", "H"],
  "positions_angstrom": [[-0.28, 1.87, -0.77], [0.08, 0.55, -1.19], [1.23, -0.04, -0.77], [1.48, -1.21, -0.98], [2.14, 0.67, -0.07], [0.53, 2.54, -1.08], [-1.21, 2.28, -1.14], [-0.17, 2.03, 0.31], [-0.64, -0.16, -1.31], [1.82, 1.21, 0.66], [-2.48, 0.23, 0.10], [-3.08, -0.29, 0.64], [-3.01, 0.99, -0.17], [-0.03, 0.43, 2.75], [-0.30, 0.06, 1.89], [0.08, 1.34, 2.44], [-1.03, -2.59, 0.07], [-0.16, -2.45, -0.34], [-0.78, -2.46, 0.98]]
}

Question: Number 1 is which compound?
Answer: C2H11NO3